11
Properties=species:S:1:pos:R:3 method="wB97M-V/def2-TZVPD" orbital_gap_ev=9.96 total_energy_ev=-8771.9085 e_homo_ev=-10.4 charge=0 de_lowest_kcal_mol=133.4 lumo_ev=-0.450
C 0.1376 -0.5541 0.8788
C 0.0293 0.1043 -0.4824
C 1.0357 -0.3198 -1.5328
O 1.2393 0.3429 -2.5098
N -0.9640 0.8953 -0.6937
O -1.5134 1.1249 0.7612
H 0.7538 -1.5828 0.7942
H 1.0050 0.0815 1.5576
H -1.0463 -0.7458 1.3137
H 1.7049 -1.1538 -0.8476
H -2.3820 1.8074 0.7609


11
Properties=species:S:1:pos:R:3 method="wB97M-V/def2-TZVPD" orbital_gap_ev=9.98 total_energy_ev=-8773.3395 e_homo_ev=-9.8 charge=0 de_lowest_kcal_mol=100.4 lumo_ev=0.199
N -1.9585 -0.6623 1.9376
C -1.1228 -0.2218 1.1235
O 0.2560 -0.5273 1.2816
C 1.0200 -0.0021 0.3602
C 0.0520 0.7422 -0.5206
O -1.2545 0.5457 0.0359
H -2.8993 -0.3622 1.6949
H 2.8648 -0.9020 -2.2683
H 2.6624 -0.7700 -1.5624
H 0.2922 1.8111 -0.5395
H 0.0877 0.3486 -1.5429


11
Properties=species:S:1:pos:R:3 method="wB97M-V/def2-TZVPD" orbital_gap_ev=10.27 total_energy_ev=-8774.9633 e_homo_ev=-9.5 charge=0 de_lowest_kcal_mol=63.0 lumo_ev=0.750
C -0.7103 -0.6668 -1.8695
N 0.1891 -1.0810 -0.8329
C 0.6193 -0.7650 0.2124
O -0.2022 1.0820 0.7969
C 0.3886 1.2010 1.9005
O 1.2013 0.3581 2.3765
H -1.4712 -1.4365 -2.0065
H -0.1510 -0.5519 -2.7990
H -1.1641 0.2811 -1.5697
H 1.1175 -0.5293 1.2933
H 0.1831 2.1084 2.4979


11
Properties=species:S:1:pos:R:3 method="wB97M-V/def2-TZVPD" orbital_gap_ev=7.88 total_energy_ev=-8773.0645 e_homo_ev=-8.6 charge=0 de_lowest_kcal_mol=106.8 lumo_ev=-0.699
N -1.9588 0.3573 -0.1277
C -0.9303 0.3827 -0.8426
O 0.9133 1.1126 0.0497
C 1.0305 0.0677 0.8799
C 0.6694 -1.0738 -0.0263
O -0.2234 -0.9089 -0.9071
H -2.4875 1.2266 -0.2329
H -0.6049 0.9895 -1.6773
H 0.3447 0.0243 1.7617
H 2.0461 -0.1560 1.2758
H 1.2007 -2.0220 -0.1532


11
Properties=species:S:1:pos:R:3 method="wB97M-V/def2-TZVPD" orbital_gap_ev=11.69 total_energy_ev=-8772.9763 e_homo_ev=-10.7 charge=0 de_lowest_kcal_mol=108.8 lumo_ev=0.960
H -2.7802 -0.0307 1.1181
N -1.7684 -0.0325 1.2522
C -1.1554 0.1242 0.1770
O -1.3585 0.3047 -1.1645
C -0.0069 0.2618 -0.6472
C 1.2237 -0.2034 -1.2327
O 0.9533 1.1896 -0.8860
H 1.9814 -0.6897 -0.6221
H 1.2457 -0.4029 -2.3024
H 0.4621 -0.2545 2.1938
H 1.2030 -0.2665 2.1139


11
Properties=species:S:1:pos:R:3 method="wB97M-V/def2-TZVPD" orbital_gap_ev=9.61 total_energy_ev=-8772.6920 e_homo_ev=-10.1 charge=0 de_lowest_kcal_mol=115.4 lumo_ev=-0.476
C 1.6035 0.0421 0.0234
C 0.4379 0.3499 0.5983
N -0.2617 -0.5561 1.3981
O -0.4305 1.1560 -0.1027
C -1.0476 0.0456 -0.7887
O -1.5506 -0.7646 0.2046
H 2.2114 -0.7819 0.3684
H 1.9111 0.6176 -0.8464
H -0.1900 -0.4489 -1.2875
H -0.9342 -0.0706 1.9779
H -1.7493 0.4109 -1.5452


11
Properties=species:S:1:pos:R:3 method="wB97M-V/def2-TZVPD" orbital_gap_ev=10.00 total_energy_ev=-8772.7971 smiles=C1CN2O[C@@H]2O1 e_homo_ev=-9.1 charge=0 de_lowest_kcal_mol=112.9 lumo_ev=0.897
C 0.4237 -0.5791 0.2714
C 0.2233 0.9351 -0.0697
N -1.1849 1.0091 -0.5989
O -1.9421 0.4618 0.5871
C -1.8057 -0.6062 -0.2256
O -0.6870 -1.3644 -0.1834
H 1.3745 -0.8443 -0.2666
H 0.5355 -0.9010 1.3503
H 0.3053 1.4362 0.9558
H 0.9001 1.3712 -0.9254
H -2.7049 -0.9785 -0.7863


11
Properties=species:S:1:pos:R:3 method="wB97M-V/def2-TZVPD" orbital_gap_ev=10.31 total_energy_ev=-8777.1034 smiles="CC(=O)C(N)=O" e_homo_ev=-9.5 charge=0 de_lowest_kcal_mol=13.6 lumo_ev=0.772
C -1.5883 0.0186 0.2051
C -0.3261 -0.4117 -0.4848
O -0.2095 -1.4573 -1.0856
C 0.8714 0.5991 -0.4112
N 1.8421 0.0148 0.3238
O 0.8563 1.6968 -0.9262
H -2.4079 -0.6621 -0.0358
H -1.4591 0.0671 1.2952
H -1.8019 1.0294 -0.1454
H 1.4961 -0.8604 0.6696
H 2.7582 0.3857 0.5513


11
Properties=species:S:1:pos:R:3 method="wB97M-V/def2-TZVPD" orbital_gap_ev="7.91 / 8.25" total_energy_ev=-8772.4037 e_homo_ev="-8.4 / -8.4" charge=0 de_lowest_kcal_mol=122.0 lumo_ev="-0.520 / -0.108"
O 1.6270 0.0800 1.1372
C 1.3185 0.0767 -0.1268
N 0.5412 -1.0180 -0.3849
C -0.6962 -0.5124 0.1219
C -0.7334 0.8651 -0.4835
O 0.7008 1.1912 -0.5967
H 0.8921 -1.8529 0.0670
H -1.5918 -1.1295 0.0646
H 0.5235 -0.1418 1.4590
H -1.2845 1.6017 0.1071
H -1.0954 0.8725 -1.5179


11
Properties=species:S:1:pos:R:3 method="wB97M-V/def2-TZVPD" orbital_gap_ev=10.53 total_energy_ev=-8774.8791 smiles="[H]/N=C/C=O.C=O" e_homo_ev=-10.0 charge=0 de_lowest_kcal_mol=64.9 lumo_ev=0.506
H 2.3871 -1.0019 -0.8087
N 1.4005 -1.2385 -0.9337
C 0.7512 -1.0782 0.1409
C -0.7300 -1.3568 0.1626
O -1.5563 -0.6314 -0.3380
H 1.1616 -0.7484 1.1063
H -1.0261 -2.2735 0.7135
C -0.6054 2.0836 -0.0173
O 0.5640 2.0448 0.2785
H -0.9568 2.0140 -1.0626
H -1.3900 2.1864 0.7586


11
Properties=species:S:1:pos:R:3 method="wB97M-V/def2-TZVPD" orbital_gap_ev=10.84 total_energy_ev=-8776.2123 smiles="O=CCNC=O" e_homo_ev=-10.0 charge=0 de_lowest_kcal_mol=34.2 lumo_ev=0.812
O -0.0414 2.0317 -0.9904
C 0.3139 1.7665 0.1256
C 0.2385 0.3698 0.5962
N -0.3349 -0.4572 -0.3737
C -0.2706 -1.7677 -0.4493
O 0.3386 -2.4067 0.3502
H 0.7089 2.5016 0.8478
H 1.2522 0.0990 0.9176
H -0.3689 0.3605 1.5101
H -0.8929 -0.2236 -1.2650
H -0.9408 -2.2769 -1.2718


11
Properties=species:S:1:pos:R:3 method="wB97M-V/def2-TZVPD" orbital_gap_ev=10.98 total_energy_ev=-8777.3729 smiles="CC(=O)NC=O" e_homo_ev=-10.2 charge=0 de_lowest_kcal_mol=7.4 lumo_ev=0.739
C -0.0251 -1.0766 1.3592
C -0.3873 0.0071 0.3761
O -1.4695 0.5586 0.4064
N 0.5224 0.3322 -0.6207
C 0.0353 1.2030 -1.6204
O 0.1346 0.9877 -2.7982
H -0.4019 -2.0318 0.9766
H -0.5667 -0.8539 2.2800
H 1.0443 -1.1714 1.5621
H 1.2986 -0.2755 -0.8501
H -0.4306 2.1011 -1.1955